{"formula": "C44H59As3N2O11STl", "method": "ωB97M-V/def2-TZVPD", "elements": ["Tl", "O", "C", "O", "C", "C", "C", "C", "C", "N", "C", "O", "O", "H", "H", "H", "H", "C", "As", "C", "C", "C", "C", "C", "As", "C", "C", "C", "As", "C", "C", "H", "H", "H", "H", "H", "H", "H", "H", "H", "H", "H", "H", "H", "H", "H", "H", "H", "H", "H", "H", "H", "H", "H", "H", "H", "H", "H", "C", "C", "S", "O", "C", "C", "H", "H", "H", "H", "H", "H", "H", "H", "H", "H", "C", "O", "C", "C", "C", "C", "C", "C", "N", "C", "C", "C", "C", "C", "C", "C", "O", "H", "H", "H", "H", "H", "H", "H", "H", "H", "H", "H", "H", "H", "O", "C", "O", "C", "C", "C", "C", "O", "C", "O", "C", "C", "H", "H", "H", "H", "H"], "coordinates": [[-0.1726, -0.2095, 0.8357], [0.4257, 4.2854, 3.3200], [-0.1205, 3.2821, 2.5994], [0.3337, 2.9346, 1.5453], [-1.3246, 2.6905, 3.2482], [-1.9507, 3.3151, 4.3192], [-3.0938, 2.7234, 4.8392], [-3.5782, 1.5746, 4.2475], [-2.8965, 1.0326, 3.1574], [-1.7826, 1.5709, 2.6839], [-3.5052, -0.1547, 2.3835], [-4.5078, -0.6840, 2.8815], [-2.9291, -0.4122, 1.2969], [1.2170, 4.5932, 2.8587], [-1.5585, 4.2440, 4.7074], [-3.6056, 3.1819, 5.6762], [-4.4776, 1.0744, 4.5792], [-3.5182, 2.1222, -2.1912], [-2.1467, 2.4839, -0.8121], [-3.4432, 3.4886, 0.3010], [-1.4132, 4.1535, -1.6432], [-0.2344, 4.0509, -2.6364], [-0.4992, 2.9425, -3.6599], [1.0953, 3.7958, -1.9026], [1.5229, 1.9285, -1.2711], [2.5514, 1.3363, -2.8550], [3.1308, 2.5369, -0.3114], [-0.1634, 5.4220, -3.3388], [1.0112, 5.9129, -4.8692], [0.0370, 5.0237, -6.3382], [2.5725, 4.7068, -4.8997], [-3.9485, 3.0448, -2.5854], [-4.2981, 1.5276, -1.7138], [-3.0985, 1.5380, -3.0082], [-4.0229, 4.1920, -0.2999], [-2.9387, 4.0314, 1.1009], [-4.1236, 2.7632, 0.7485], [-1.1121, 4.7877, -0.8020], [-2.2527, 4.6600, -2.1324], [-0.6530, 1.9912, -3.1447], [0.3561, 2.8307, -4.3273], [-1.3863, 3.1725, -4.2554], [1.1166, 4.4264, -1.0070], [1.9212, 4.1196, -2.5393], [3.1533, 2.1317, -3.2991], [1.9067, 0.9000, -3.6184], [3.2159, 0.5512, -2.4961], [3.7622, 3.1631, -0.9457], [3.6811, 1.6470, -0.0095], [2.8498, 3.0927, 0.5827], [0.0511, 6.1772, -2.5752], [-1.1537, 5.6765, -3.7366], [-1.0056, 5.3421, -6.3371], [0.0710, 3.9384, -6.2580], [0.4766, 5.3155, -7.2925], [3.2675, 4.9548, -4.0986], [3.0872, 4.8684, -5.8480], [2.3029, 3.6548, -4.8242], [-4.6460, -1.7871, -3.1396], [-3.6925, -2.6031, -2.2801], [-3.2009, -1.5851, -0.7924], [-1.9911, -0.8767, -1.3124], [-2.5451, -3.0267, 0.1272], [-3.6297, -3.6646, 0.9784], [-4.9309, -2.3322, -4.0415], [-4.1779, -0.8488, -3.4383], [-5.5559, -1.5498, -2.5856], [-2.7688, -2.8260, -2.8150], [-4.1636, -3.5307, -1.9475], [-1.7532, -2.6279, 0.7587], [-2.1175, -3.7155, -0.6030], [-4.1044, -2.8945, 1.5903], [-3.2039, -4.4211, 1.6393], [-4.3995, -4.1375, 0.3641], [0.8570, 0.7594, 6.1093], [1.0347, -0.6155, 6.4092], [0.0353, -1.4569, 5.9631], [-1.3018, -1.2597, 6.2496], [-2.2419, -2.1892, 5.8282], [-1.8366, -3.3138, 5.1292], [-0.4994, -3.5067, 4.8254], [0.4453, -2.5728, 5.2313], [1.8248, -2.7262, 5.0426], [2.5644, -3.3680, 4.1221], [2.3319, -3.8111, 2.8339], [3.3577, -4.6508, 2.2760], [3.3194, -5.0907, 1.0015], [2.2475, -4.6920, 0.1515], [1.2675, -3.8802, 0.6041], [1.2392, -3.3662, 1.9558], [0.3538, -2.5649, 2.3025], [-0.0307, 1.1753, 6.5909], [0.7772, 0.9106, 5.0291], [1.7411, 1.2683, 6.4886], [-1.6148, -0.3788, 6.7937], [-3.2898, -2.0261, 6.0348], [-2.5707, -4.0369, 4.8017], [-0.1767, -4.3933, 4.2992], [2.3489, -2.1753, 5.7073], [3.5691, -3.5554, 4.4916], [4.1711, -4.9451, 2.9307], [4.0997, -5.7306, 0.6118], [2.2449, -5.0283, -0.8788], [0.4752, -3.5343, -0.0485], [4.1244, -1.6474, 0.6258], [3.2699, -1.4137, -0.2417], [2.3652, -0.5328, -0.2270], [3.3059, -2.2889, -1.5051], [2.2079, -2.3445, -2.3513], [2.1968, -3.1658, -3.4806], [3.3298, -3.9028, -3.7242], [3.5813, -4.7796, -4.7635], [4.8905, -5.2716, -4.5423], [5.4271, -4.6707, -3.3806], [4.4331, -3.8407, -2.8885], [4.4480, -3.0503, -1.7677], [1.3460, -1.7316, -2.1172], [1.3395, -3.2245, -4.1380], [5.5210, -5.0341, -5.4086], [4.8576, -6.3620, -4.4148], [5.2918, -3.0023, -1.0934]], "nbo_charge": [0.72, -0.69, 0.77, -0.56, 0.04, -0.22, -0.21, -0.15, 0.10, -0.38, 0.75, -0.72, -0.80, 0.50, 0.23, 0.21, 0.24, -0.96, 0.99, -0.96, -0.71, -0.09, -0.61, -0.73, 0.97, -0.96, -0.95, -0.70, 0.85, -0.95, -0.96, 0.20, 0.23, 0.22, 0.20, 0.21, 0.23, 0.21, 0.20, 0.22, 0.20, 0.20, 0.21, 0.20, 0.20, 0.22, 0.24, 0.20, 0.25, 0.21, 0.22, 0.21, 0.22, 0.22, 0.22, 0.23, 0.22, 0.22, -0.62, -0.61, 1.33, -1.03, -0.59, -0.64, 0.20, 0.22, 0.21, 0.22, 0.20, 0.25, 0.21, 0.26, 0.21, 0.19, -0.24, -0.54, 0.25, -0.27, -0.19, -0.22, -0.20, 0.17, -0.55, 0.19, -0.29, -0.11, -0.28, -0.12, -0.32, 0.55, -0.68, 0.17, 0.19, 0.19, 0.22, 0.22, 0.22, 0.22, 0.42, 0.19, 0.19, 0.21, 0.22, 0.22, -0.73, 0.77, -0.83, -0.13, -0.20, -0.27, 0.20, -0.50, 0.24, -0.50, 0.26, -0.26, 0.24, 0.22, 0.15, 0.14, 0.25], "e_homo_ev": -5.05, "gap_ev": 7.0, "charge": -1, "lumo_energy_ev": 1.91}

***

{"formula": "C44H59BCoN10S", "method": "ωB97M-V/def2-TZVPD", "elements": ["Co", "C", "C", "C", "C", "C", "C", "C", "C", "C", "N", "N", "B", "N", "N", "C", "C", "C", "C", "C", "C", "C", "C", "C", "N", "N", "C", "C", "C", "C", "C", "C", "C", "C", "C", "H", "H", "H", "H", "H", "H", "H", "H", "H", "H", "H", "H", "H", "H", "H", "H", "H", "H", "H", "H", "H", "H", "H", "H", "H", "H", "H", "H", "H", "H", "H", "H", "H", "H", "H", "H", "H", "H", "H", "H", "H", "H", "H", "H", "H", "H", "C", "C", "N", "C", "C", "C", "C", "C", "C", "C", "C", "C", "N", "C", "H", "H", "H", "H", "H", "H", "H", "H", "C", "C", "C", "C", "N", "C", "S", "N", "H", "H", "H", "H", "H"], "coordinates": [[-0.3139, -0.5011, -0.2769], [-2.0961, -3.2150, 1.9554], [-1.0781, -2.6117, 2.9234], [0.2151, -3.4338, 3.0101], [-0.7442, -1.1428, 2.7764], [-0.8025, -0.2879, 3.8846], [-0.3031, 0.9283, 3.4710], [-0.2464, 2.1953, 4.2823], [1.1247, 2.4713, 4.9062], [-0.7930, 3.4022, 3.5161], [0.0207, 0.8068, 2.1687], [-0.2775, -0.4560, 1.7241], [1.0742, 1.6523, 1.3906], [0.4208, 2.5574, 0.3345], [-0.7049, 2.1169, -0.2875], [-1.1640, 3.1458, -0.9971], [-0.3030, 4.2448, -0.8656], [0.7004, 3.8383, -0.0145], [1.9652, 4.6161, 0.2645], [3.1834, 3.8981, -0.3195], [2.2082, 5.0862, 1.6997], [-2.4341, 3.1701, -1.8034], [-2.2544, 2.6114, -3.2152], [-3.6042, 2.5109, -1.0805], [2.0817, 0.6764, 0.7551], [1.7033, -0.1192, -0.2794], [2.8237, -0.6498, -0.7880], [3.9243, -0.2160, -0.0382], [3.4137, 0.6134, 0.9364], [4.1205, 1.2533, 2.0955], [5.6132, 1.4059, 1.8213], [3.8702, 0.4238, 3.3596], [2.9349, -1.5470, -1.9909], [3.6754, -0.8200, -3.1197], [3.6734, -2.8418, -1.6430], [-2.0302, -4.3046, 1.9942], [-3.1149, -2.9360, 2.2364], [-1.9226, -2.9229, 0.9260], [-1.5390, -2.6564, 3.9151], [0.7071, -3.4871, 2.0402], [0.9026, -2.9889, 3.7325], [-0.0175, -4.4496, 3.3372], [-1.1723, -0.5367, 4.8659], [-0.9410, 2.0052, 5.1059], [1.8632, 2.6942, 4.1383], [1.0677, 3.3304, 5.5778], [1.4773, 1.6114, 5.4770], [-0.0591, 3.7982, 2.8189], [-1.6833, 3.1389, 2.9424], [-1.0579, 4.1975, 4.2158], [1.6602, 2.3223, 2.1757], [-0.4032, 5.2138, -1.3285], [1.8257, 5.5292, -0.3224], [3.3738, 2.9528, 0.1892], [3.0249, 3.6753, -1.3761], [4.0753, 4.5217, -0.2277], [2.4191, 4.2658, 2.3824], [3.0700, 5.7569, 1.7144], [1.3487, 5.6381, 2.0822], [-2.6719, 4.2327, -1.9152], [-2.1538, 1.5280, -3.1960], [-3.1198, 2.8544, -3.8362], [-1.3646, 3.0274, -3.6905], [-3.4241, 1.4452, -0.9523], [-3.7473, 2.9466, -0.0906], [-4.5280, 2.6331, -1.6509], [4.9547, -0.4876, -0.1904], [3.6995, 2.2482, 2.2571], [6.0914, 0.4308, 1.7077], [5.7945, 1.9821, 0.9126], [6.0977, 1.9167, 2.6546], [4.3126, -0.5688, 3.2512], [4.3146, 0.9066, 4.2325], [2.8015, 0.2962, 3.5417], [1.9335, -1.8202, -2.3178], [4.7119, -0.6263, -2.8357], [3.6860, -1.4358, -4.0215], [3.2257, 0.1446, -3.3664], [4.7020, -2.6303, -1.3399], [3.1642, -3.3724, -0.8417], [3.7066, -3.4975, -2.5155], [0.0831, -0.2002, -4.5244], [0.3425, -0.0641, -3.1544], [-0.5385, -0.3983, -2.2360], [-1.7633, -0.8008, -2.6367], [-2.1273, -0.9377, -3.9745], [-1.1422, -0.6572, -4.9362], [-3.4936, -1.2553, -4.2872], [-4.4245, -1.3457, -3.3136], [-4.0752, -1.1578, -1.9325], [-5.0029, -1.1364, -0.8791], [-4.5648, -0.8590, 0.3896], [-3.2002, -0.6370, 0.6167], [-2.3053, -0.7006, -0.3469], [-2.7397, -0.9356, -1.6036], [0.8530, 0.0642, -5.2356], [1.2821, 0.3246, -2.7901], [-1.3705, -0.7652, -5.9895], [-3.7690, -1.3825, -5.3268], [-5.4590, -1.5533, -3.5591], [-6.0527, -1.3133, -1.0804], [-5.2524, -0.8037, 1.2217], [-2.8287, -0.4094, 1.6067], [-4.0782, -4.7019, -2.3011], [-2.6962, -4.9963, -1.7957], [-2.2464, -6.2996, -1.6665], [-0.9534, -6.4540, -1.1865], [-0.1835, -5.4404, -0.8436], [-0.7054, -4.1972, -0.9750], [0.3323, -2.9073, -0.4867], [-1.9368, -3.9496, -1.4677], [-4.5722, -5.6052, -2.6566], [-4.0344, -3.9736, -3.1093], [-4.6812, -4.2665, -1.5007], [-2.8630, -7.1458, -1.9348], [-0.5215, -7.4446, -1.0697]], "lowdin_spin": [0.91, 0.00, 0.00, 0.00, 0.00, 0.00, 0.00, 0.00, 0.00, 0.00, 0.00, -0.01, 0.00, 0.00, 0.03, 0.00, 0.00, 0.00, 0.00, 0.00, 0.00, 0.00, 0.00, 0.00, 0.00, 0.00, 0.00, 0.00, 0.00, 0.00, 0.00, 0.00, 0.00, 0.00, 0.00, 0.00, 0.00, 0.00, 0.00, 0.00, 0.00, 0.00, 0.00, 0.00, 0.00, 0.00, 0.00, 0.00, 0.00, 0.00, 0.00, 0.00, 0.00, 0.00, 0.00, 0.00, 0.00, 0.00, 0.00, 0.00, 0.00, 0.00, 0.00, 0.00, 0.00, 0.00, 0.00, 0.00, 0.00, 0.00, 0.00, 0.00, 0.00, 0.00, 0.00, 0.00, 0.00, 0.00, 0.00, 0.00, 0.00, 0.00, 0.00, 0.00, 0.00, 0.00, 0.00, 0.00, 0.00, 0.00, 0.00, 0.00, 0.00, 0.00, 0.00, 0.00, 0.00, 0.00, 0.00, 0.00, 0.00, 0.00, 0.00, 0.00, 0.00, 0.00, 0.00, 0.00, 0.01, 0.05, 0.00, 0.00, 0.00, 0.00, 0.00, 0.00], "e_homo_ev": [-6.81, -6.77], "s_squared": 0.7553, "relative_energy_kcal_mol": 1.14, "gap_ev": [6.4, 6.4], "multiplicity": 2, "lumo_energy_ev": [-0.41, -0.41]}